Entry 1:
{"formula": "C13H33CuN2OSSi3", "method": "ωB97M-V/def2-TZVPD", "symbols": ["Cu", "C", "O", "Si", "C", "C", "C", "Si", "C", "C", "C", "Si", "C", "C", "C", "H", "H", "H", "H", "H", "H", "H", "H", "H", "H", "H", "H", "H", "H", "H", "H", "H", "H", "H", "H", "H", "H", "H", "H", "H", "H", "H", "S", "C", "N", "C", "C", "N", "H", "H", "H", "H", "H", "H"], "xyz": [[-0.939, 0.490, -0.032], [-2.462, -2.541, -0.734], [-1.424, -1.591, -0.605], [0.228, -1.837, -1.010], [0.737, -3.360, -0.053], [0.234, -2.368, -2.800], [0.929, -0.225, -0.582], [1.265, 0.915, -1.990], [1.642, 2.665, -1.416], [-0.218, 1.097, -3.159], [2.691, 0.417, -3.103], [2.102, -0.199, 0.821], [2.472, 1.531, 1.447], [1.435, -1.113, 2.335], [3.778, -0.954, 0.431], [-2.599, -2.843, -1.777], [-3.392, -2.092, -0.384], [-2.263, -3.436, -0.137], [0.320, -4.247, -0.538], [0.380, -3.331, 0.976], [1.823, -3.482, -0.027], [-0.239, -3.349, -2.905], [1.258, -2.460, -3.173], [-0.296, -1.665, -3.440], [1.018, 2.941, -0.563], [1.439, 3.369, -2.228], [2.687, 2.794, -1.127], [-1.182, 0.997, -2.650], [-0.196, 0.366, -3.968], [-0.193, 2.088, -3.624], [3.622, 0.295, -2.543], [2.856, 1.186, -3.864], [2.485, -0.525, -3.617], [1.555, 2.101, 1.622], [3.095, 2.107, 0.761], [3.011, 1.447, 2.396], [0.341, -1.084, 2.372], [1.814, -0.645, 3.248], [1.743, -2.159, 2.354], [4.290, -0.390, -0.353], [3.678, -1.986, 0.081], [4.426, -0.961, 1.314], [-2.244, 2.342, 0.073], [-3.032, 2.034, 1.548], [-4.015, 1.150, 1.750], [-4.539, 1.171, 3.112], [-3.621, 2.211, 3.803], [-2.777, 2.657, 2.699], [-4.438, 0.676, 0.973], [-4.457, 0.190, 3.577], [-5.584, 1.475, 3.125], [-3.024, 1.761, 4.594], [-4.186, 3.041, 4.222], [-2.034, 3.330, 2.766]], "nbo_charge": [0.754, -0.229, -0.958, 2.005, -1.172, -1.173, -2.118, 1.748, -1.131, -1.128, -1.136, 1.761, -1.126, -1.128, -1.134, 0.173, 0.170, 0.170, 0.233, 0.239, 0.241, 0.231, 0.241, 0.240, 0.236, 0.229, 0.227, 0.226, 0.226, 0.232, 0.228, 0.230, 0.227, 0.226, 0.232, 0.225, 0.222, 0.228, 0.230, 0.229, 0.225, 0.229, -0.302, 0.338, -0.583, -0.224, -0.224, -0.579, 0.429, 0.210, 0.206, 0.210, 0.208, 0.433], "gap_ev": 7.231, "relative_energy_kj_mol": 44.95, "homo_ev": -7.18, "charge": 0}



Entry 2:
{"formula": "C31H53Br3Cl3N2O13Zr", "method": "ωB97M-V/def2-TZVPD", "symbols": ["Zr", "C", "C", "C", "C", "C", "C", "N", "O", "C", "C", "C", "H", "H", "H", "H", "H", "H", "H", "H", "H", "H", "H", "H", "H", "H", "H", "H", "H", "H", "C", "C", "C", "C", "C", "C", "N", "O", "C", "C", "C", "H", "H", "H", "H", "H", "H", "H", "H", "H", "H", "H", "H", "H", "H", "H", "H", "H", "H", "C", "C", "O", "O", "H", "H", "H", "C", "Br", "Br", "Br", "H", "C", "Cl", "Cl", "Cl", "H", "C", "C", "O", "C", "O", "O", "H", "H", "H", "H", "C", "C", "O", "C", "O", "O", "H", "H", "H", "H", "C", "C", "O", "C", "O", "O", "H", "H", "H", "H"], "xyz": [[0.766, 0.753, 0.340], [5.147, 0.183, -0.907], [4.812, -0.970, 0.022], [6.207, -1.408, 0.551], [6.094, -2.548, 1.583], [5.314, -2.070, 2.767], [3.932, -1.450, 2.382], [3.959, -0.603, 1.166], [2.742, -0.171, 0.764], [3.424, -0.607, 3.537], [2.993, -2.671, 2.236], [4.330, -2.151, -0.861], [4.292, 0.599, -1.450], [5.821, -0.107, -1.713], [5.619, 1.011, -0.375], [6.719, -0.627, 1.119], [6.801, -1.790, -0.275], [7.099, -2.820, 1.913], [5.662, -3.417, 1.081], [6.001, -1.337, 3.209], [5.137, -2.823, 3.534], [3.419, -1.211, 4.449], [2.382, -0.337, 3.371], [4.142, 0.175, 3.788], [1.987, -2.372, 1.923], [2.967, -3.352, 3.083], [3.279, -3.270, 1.364], [3.283, -1.978, -1.131], [4.394, -3.094, -0.329], [4.850, -2.212, -1.816], [-2.013, 0.858, -2.882], [-1.734, 2.360, -2.899], [-3.080, 3.055, -3.242], [-3.179, 4.514, -2.907], [-2.712, 4.721, -1.462], [-1.288, 4.257, -1.209], [-1.282, 2.834, -1.579], [-0.194, 2.133, -1.104], [-1.119, 4.331, 0.318], [-0.232, 5.131, -1.898], [-0.747, 2.728, -4.014], [-1.124, 0.286, -2.607], [-2.436, 0.502, -3.819], [-2.673, 0.588, -2.051], [-3.930, 2.555, -2.765], [-3.238, 2.879, -4.312], [-4.240, 4.766, -2.998], [-2.709, 5.199, -3.616], [-3.422, 4.252, -0.783], [-2.762, 5.812, -1.387], [-1.285, 5.379, 0.584], [-0.103, 4.136, 0.670], [-1.844, 3.719, 0.846], [-0.294, 6.111, -1.414], [-0.463, 5.344, -2.940], [0.796, 4.781, -1.834], [-0.734, 3.789, -4.259], [-0.872, 2.228, -4.979], [0.263, 2.480, -3.668], [-1.245, -2.918, 0.648], [-0.520, -1.615, 0.557], [-0.492, -0.913, -0.518], [0.008, -0.982, 1.526], [-2.276, -2.706, 0.935], [-0.798, -3.503, 1.450], [-1.196, -3.395, -0.323], [-3.621, -4.221, -2.777], [-2.677, -4.886, -4.335], [-3.002, -2.401, -2.324], [-3.453, -5.345, -1.204], [-4.652, -4.105, -3.082], [-0.036, -3.534, 5.510], [0.648, -1.866, 5.552], [1.148, -4.678, 6.056], [-0.700, -3.908, 3.918], [-0.841, -3.530, 6.237], [-2.474, -0.399, 4.737], [-3.386, -1.186, 3.756], [-3.671, -2.385, 4.455], [-3.250, -2.299, 5.728], [-3.483, -3.088, 6.585], [-2.593, -1.157, 5.916], [-2.829, 0.618, 4.900], [-1.442, -0.327, 4.393], [-2.858, -1.411, 2.832], [-4.304, -0.633, 3.553], [1.780, 0.342, -5.270], [0.960, -0.909, -4.973], [0.915, -0.946, -3.555], [1.734, -0.023, -3.039], [1.887, 0.157, -1.866], [2.292, 0.702, -3.999], [1.127, 1.130, -5.652], [2.558, 0.264, -6.027], [1.408, -1.843, -5.315], [-0.055, -0.835, -5.360], [-5.169, 0.187, 0.829], [-5.186, 1.713, 0.963], [-3.827, 2.078, 0.766], [-3.062, 0.994, 0.965], [-1.866, 0.998, 0.963], [-3.809, -0.111, 1.104], [-5.473, -0.116, -0.172], [-5.801, -0.241, 1.604], [-5.441, 2.043, 1.974], [-5.902, 2.139, 0.263]], "mulliken_charge": [1.435, -1.687, 1.485, -1.209, -0.674, -1.254, 1.751, -0.293, -0.085, -1.557, -0.961, -1.469, 0.129, 0.421, 0.389, 0.351, 0.464, 0.441, 0.310, 0.333, 0.516, 0.393, 0.018, 0.413, -0.211, 0.385, 0.254, -0.004, 0.335, 0.460, -1.162, 1.566, -1.424, -0.736, -1.130, 1.291, 0.670, 0.416, -1.693, -1.664, -1.476, -0.105, 0.522, -0.171, 0.297, 0.472, 0.409, 0.409, 0.150, 0.476, 0.573, 0.254, 0.022, 0.478, 0.392, 0.201, 0.250, 0.505, 0.176, -1.158, 1.102, -0.147, -0.401, 0.315, -0.095, 0.436, -0.416, -0.031, 0.089, -0.033, 0.423, -0.078, -0.127, -0.110, -0.079, 0.347, 0.056, 0.947, -0.350, 0.549, -0.539, -0.369, 0.329, -0.028, -0.605, -0.083, -0.345, -0.287, -0.270, 0.335, 0.210, -0.337, 0.142, 0.368, 0.331, 0.280, -0.542, -0.461, -0.353, 0.074, -0.080, -0.211, 0.323, 0.359, 0.300, 0.370], "gap_ev": 5.779, "relative_energy_kj_mol": 95.79, "homo_ev": -9.86, "charge": 1}



Entry 3:
{"formula": "CH2FNO", "method": "ωB97M-V/def2-TZVPD", "symbols": ["O", "N", "C", "F", "H", "H"], "xyz": [[-0.611, -0.367, -1.594], [0.053, -0.341, -0.475], [-0.117, 0.324, 0.592], [0.876, 0.398, 1.454], [0.793, -1.117, -0.482], [-0.994, 1.104, 0.506]], "nbo_charge": [-0.541, -0.106, 0.380, -0.295, 0.374, 0.188], "gap_ev": 9.842, "relative_energy_kj_mol": 365.50, "homo_ev": -9.16, "charge": 0}



Q: The highest charge belongs to which entry?
A: C31H53Br3Cl3N2O13Zr



Q: Which of these has the highest charge?
A: C31H53Br3Cl3N2O13Zr